[1]
# C6H31NO8

9 unconnected molecules or ions with the total composition C6H31NO8 at a distorted geometry (ωB97M-V/def2-TZVPD, the OMol25 dataset).

As for the calculated total energy: -24590.157 eV. The value obtained for the energy above the lowest of the compared OMol25 structures with the same formula, charge and spin is 677.8 kJ/mol.

```
46
Properties=species:S:1:pos:R:3:forces:R:3
H -2.9799 1.5266 2.6716 -1.77 0.00 0.24
C -1.1768 1.5128 3.8626 -2.49 -0.02 -1.27
H 0.6121 0.5537 4.3494 -1.14 1.54 -1.59
H -1.5917 0.8526 4.6328 -0.04 0.05 -0.27
H 0.9281 -0.7731 1.9232 -0.88 -0.96 1.79
O -0.2877 -5.4380 -0.5738 5.26 -2.85 8.11
O -0.0208 -3.0887 1.1872 -2.15 2.83 0.01
H 0.0045 0.3537 1.0165 -0.51 0.27 -0.89
H -1.6827 2.1677 1.7635 0.07 -0.51 0.90
H 1.0275 -2.6979 -2.6697 -0.40 -0.11 0.50
H -3.6766 0.4330 -0.3805 -2.18 0.42 3.58
H 1.6030 -0.5857 0.5641 -0.51 1.29 -0.90
C -1.9552 1.3759 2.5173 1.07 0.73 -0.70
H 1.6698 2.8289 3.4100 -0.20 -1.11 0.82
H 2.5853 -1.9062 -3.4173 -0.18 -3.85 -0.09
H 3.1454 2.7342 1.2381 0.30 1.31 -0.66
O 2.8507 -1.0442 -3.4922 0.94 5.12 -0.22
O -3.1061 0.0947 -0.9972 2.10 -3.46 0.41
H -2.0634 -1.2333 -3.7422 3.56 4.89 -1.46
H -2.8360 -1.7753 -2.5064 0.73 0.37 -1.81
H -1.7709 0.4484 1.9696 -0.14 -0.14 0.53
H 0.3666 2.7660 2.4167 0.12 -0.53 -0.70
H -0.5587 -5.2817 -1.3524 -4.06 2.12 -8.35
H 3.6841 -0.8598 -3.9376 -0.34 -0.81 0.12
H -1.3293 2.3562 -2.1612 1.61 0.10 0.37
H 2.6891 0.7184 2.5483 -0.15 -0.08 0.03
H 3.2661 1.1159 0.3864 -0.82 1.93 0.43
H -3.2812 0.7596 -1.5760 0.21 3.00 -4.02
O -2.5728 -1.8859 -3.4657 -4.26 -5.14 3.33
N 0.1316 1.1605 3.5999 3.87 -1.96 3.21
O -2.1691 2.4331 -2.5581 -1.81 -3.02 1.06
H 1.9354 -3.8248 -2.3112 2.29 -5.98 7.60
H 1.7787 2.0682 -0.1484 2.05 0.68 2.61
O 0.4282 2.0028 -4.1213 -4.80 2.14 1.19
C 0.9849 0.0262 1.2521 3.32 0.59 1.39
C 1.0254 2.0421 2.9264 0.08 0.98 -1.58
H -0.1221 -3.7495 1.8580 -0.10 -0.46 0.73
H -0.7324 -2.3571 1.4117 2.23 -2.28 -0.59
H 1.2178 1.6627 -4.2735 6.23 -2.95 0.17
C 2.5648 1.9643 0.7873 -1.16 -3.92 -1.49
H -1.3845 2.5320 4.1771 0.33 0.48 0.50
C 1.8868 1.1912 1.9725 -1.43 -0.54 -2.46
H -0.8068 -5.2885 0.1913 -1.16 0.62 -0.02
H -2.2608 3.2256 -2.9913 0.06 2.84 -1.45
H 0.2634 2.1869 -5.0275 -1.38 0.74 -1.28
O 1.7160 -3.3043 -2.9301 -2.38 5.66 -7.87
```
Positions in Å, forces in eV/Å.

[2]
# C6H32N2O8

9 unconnected molecules or ions with the total composition C6H32N2O8 at a distorted geometry (ωB97M-V/def2-TZVPD, the OMol25 dataset).

As for the calculated total energy: -26100.396 eV. The value obtained for the energy above the lowest of the compared OMol25 structures with the same formula, charge and spin is 262.2 kJ/mol.

```
48
Properties=species:S:1:pos:R:3:forces:R:3
H 0.7607 0.4812 -2.9696 -0.02 -0.14 -0.24
C -1.0518 1.4519 -3.0289 -0.34 -0.37 -0.81
H 0.7834 -1.1161 0.9124 0.10 -0.21 -0.71
H 0.3359 -2.5351 4.1842 -0.73 0.24 0.35
H -2.1472 -2.3631 -3.1687 -0.10 -0.07 -0.21
H 0.6944 0.2920 4.3389 -0.26 0.08 -0.07
C -0.4067 -0.0919 -0.5760 0.30 1.21 1.16
H -1.4310 2.1138 -3.7966 -0.34 0.91 0.25
O -1.2413 -2.3473 -3.4966 -0.03 0.03 0.35
H 2.1505 -2.0600 1.8251 0.21 0.18 -0.11
C -0.7880 3.0179 -0.9988 0.03 -1.04 -0.86
O 0.7315 1.2535 4.1897 -0.12 -0.15 0.07
H -0.8562 -1.7079 0.7833 -0.04 -0.07 0.00
H -0.1610 1.5565 4.3843 0.10 0.07 0.02
H 3.3364 -1.7118 2.7445 -0.02 0.20 -0.44
H -3.6289 0.4763 -0.1667 0.00 -0.43 0.53
H 1.4942 -1.7951 3.7890 -0.13 0.46 0.08
H -2.6804 -1.0846 -0.4057 -0.21 0.07 0.50
H -0.0788 2.6297 -0.2699 -0.32 0.28 0.49
O 3.2216 0.8513 -1.3146 0.25 0.28 -0.32
H 0.3343 0.7024 -0.6808 0.64 -0.52 0.00
H 2.7474 -1.4346 -3.2834 0.16 0.41 0.38
H -0.3945 -0.3280 1.7137 -0.56 0.90 -0.30
N -1.6122 0.7200 -0.6648 -0.21 -1.36 -0.05
O 2.0064 -1.6452 -2.7007 -0.08 -0.39 -0.65
H 2.3947 1.1199 2.7617 -0.09 0.03 -0.08
C -2.8485 -0.0579 -0.7112 -0.15 0.79 -1.04
H -2.2724 -0.3214 2.6289 0.17 0.25 -0.16
C -0.2546 -0.8040 0.7500 0.81 -0.80 0.82
O -2.4000 -1.2689 2.5614 -0.56 -0.20 0.43
O 0.6436 -1.6215 4.2522 0.87 -0.74 -0.42
H -3.1243 -1.4303 3.1775 0.02 -0.16 -0.06
O 3.0165 0.3923 2.8837 0.12 -0.06 0.10
H 1.5376 -2.2738 -3.2686 -0.23 -0.02 0.27
H 0.8948 2.0603 -2.8302 -0.04 0.27 -0.22
O 2.7392 -2.4246 2.4930 -0.06 -0.48 0.40
H -0.1449 3.4926 -1.7409 -0.38 0.45 -0.08
H -1.5489 3.6821 -0.6074 0.45 0.35 0.41
C -1.5474 1.8176 -1.6257 0.51 0.32 -0.04
H 3.6559 0.3541 -0.6174 -0.21 -0.05 0.15
H -2.5811 2.0926 -1.7762 -0.38 0.33 0.00
H -1.6074 0.5569 -3.3297 0.58 -0.50 0.13
H -0.1693 -0.9025 -1.2809 -0.45 0.49 -0.74
H 2.8657 0.1794 3.8115 0.16 0.14 0.06
H 2.2834 0.8862 -1.1129 0.03 -0.24 0.18
N 0.3760 1.3486 -3.3341 0.13 -0.62 0.79
H -0.7512 -2.1060 -2.7009 0.13 0.05 -0.13
H -3.2762 -0.0975 -1.7270 0.29 -0.20 -0.17
```
Positions in Å, forces in eV/Å.

| no. | Kohn-Sham gap (hartree) |
| --- | --- |
| 1 | 0.319 |
| 2 | 0.311 |